(1)
The following is a quantum chemistry calculation of C27H36IO2P2ScSi as an isolated structure, from OMol25.

Geometry as ORCA input:
```
! RIJCOSX wB97M-V def2-TZVPD def2/J DEFGRID3
* xyz 2 1
C 0.00206 0.53114 -6.62677
C -0.02460 0.86856 -5.21833
H 0.01680 1.43432 -7.27304
H -0.88711 -0.08738 -6.83998
H 0.89301 -0.09501 -6.80514
O -0.05499 1.70285 -4.39149
I -0.00945 -3.03127 -2.08673
Sc 0.03463 -0.43349 -1.52784
P 2.53298 0.14143 -1.78659
C 3.32389 1.55002 -0.93814
C 3.58222 -1.27404 -1.28997
H 4.63585 -1.02140 -1.47270
H 4.17339 0.31434 -3.54502
H 3.30151 -2.15581 -1.87936
H 2.62857 -0.34760 -4.16157
H 3.07649 1.55508 0.12949
H 3.44296 -1.51925 -0.23080
C 3.07932 0.40335 -3.50061
H 4.41558 1.49562 -1.05569
H 2.78026 1.39701 -3.85219
H 2.95521 2.48971 -1.36783
P -2.45552 0.24235 -1.72946
C -3.17450 1.78827 -1.09174
C -3.07052 0.25863 -3.44261
H -3.27332 -2.01570 -1.36671
H -4.56867 -0.78339 -1.14765
H -3.33527 -1.07837 0.12862
C -3.51390 -1.02849 -0.95235
H -2.56773 -0.51876 -4.03203
H -4.15142 0.06519 -3.43558
H -4.26591 1.68258 -1.00443
H -2.93830 2.61250 -1.77381
H -2.87719 1.23138 -3.90902
H -2.75804 2.03111 -0.10787
C 0.07131 1.80689 -1.64838
O 0.09009 2.96611 -1.77546
C -1.11171 3.77607 3.12834
C 0.24612 3.47071 2.98318
C 0.64084 2.25589 2.41147
C -0.32359 1.33245 1.97551
C -1.68062 1.65809 2.10066
C -2.07588 2.87314 2.67156
Si 0.25624 -0.35092 1.33850
C 1.62768 -0.77730 2.57861
C 2.98098 -0.55838 2.28030
C 3.97996 -0.84505 3.21822
C 3.64145 -1.34359 4.48059
C 2.29536 -1.54965 4.79659
C 1.29395 -1.26796 3.85354
C -1.04047 -1.63601 1.76503
C -0.83989 -2.92015 1.24297
C -1.84886 -3.87798 1.30803
C -2.99768 -3.63412 2.06493
C -3.11434 -2.42824 2.76357
C -2.12050 -1.44521 2.63918
H -1.42010 4.71228 3.59391
H 1.00925 4.17366 3.31757
H 1.70616 2.01885 2.31492
H -2.44425 0.95027 1.76531
H -3.13932 3.09449 2.76286
H 3.25999 -0.14367 1.31053
H 5.02195 -0.66168 2.95649
H 4.42265 -1.56502 5.20897
H 2.01579 -1.92756 5.78034
H 0.24641 -1.43270 4.12217
H 0.10202 -3.16390 0.74273
H -1.72150 -4.81527 0.76655
H -3.79760 -4.37769 2.11879
H -3.97252 -2.24237 3.41504
H -2.20771 -0.53000 3.23181
*
```

Computed properties:
* LUMO level (spin up / spin down): -7.338 / -8.951 eV
* largest force on an atom: 6.63 eV/A
* E_HOMO (spin up / spin down): -13.9 / -12.7 eV


(2)
The following is a quantum chemistry calculation of C6H16N2S2 as an isolated structure, from OMol25.

Geometry as ORCA input:
```
! RIJCOSX wB97M-V def2-TZVPD def2/J DEFGRID3
* xyz 0 1
C 0.00521 -0.99203 2.60885
C -0.93857 0.21792 1.86620
C -1.40972 1.19007 2.96701
C 0.65114 -0.44394 -2.59228
C 0.79724 -1.32812 -1.32254
C 2.05316 -0.00592 -2.93474
H 0.71786 -0.03874 3.42760
H 1.01497 -1.51091 1.87161
H -0.55112 -1.89205 3.13293
H -0.22361 0.62909 1.24757
H -1.78450 0.44973 4.11174
H -0.39851 2.03102 3.32947
H -2.35223 2.03416 2.43864
H -3.11246 0.24127 1.47415
H 0.38841 1.67295 -2.81576
H 0.27690 -0.83094 -3.47880
H -0.09380 -1.03888 -0.39322
H 0.98714 -2.39876 -1.61319
H 1.90656 -0.83630 -0.97167
H 2.49025 0.32789 -1.85379
H 2.78994 -0.87141 -3.40737
H 2.36155 0.67558 -3.72586
N -2.00465 -0.09243 0.92426
N 0.12603 0.86182 -2.15173
S -2.02328 1.37093 -0.10178
S -1.67390 0.57800 -2.03731
*
```

Computed properties:
* energy relative to the best compared isomer or geometry (same formula, charge and spin): 741.4 kJ/mol
* LUMO level: 0.580 eV
* largest force on an atom: 5.42 eV/A
* E_HOMO: -8.9 eV


(3)
The following is a quantum chemistry calculation of a 6-piece molecular cluster, C30H60BBrIN3O12S overall, from OMol25.

Geometry as ORCA input:
```
! RIJCOSX wB97M-V def2-TZVPD def2/J DEFGRID3
* xyz 0 1
C -4.08348 3.49362 -1.28890
C -2.89595 4.17534 -0.61846
N -1.56450 3.76792 -1.10932
C -0.64801 3.19339 -0.18721
O -0.71082 3.67554 1.11226
C -0.66262 1.65719 -0.01781
C -1.95483 1.18839 0.69371
C -1.73966 0.50868 2.07289
C -2.73503 -0.63332 2.27962
Br -2.14167 1.86225 3.45081
C -0.36296 0.87296 -1.31247
I -2.08941 0.71993 -2.62791
O -0.07351 -0.52224 -1.08380
N 0.25413 -0.88622 0.25248
O -0.23794 -1.90246 0.52152
C 0.82248 1.46173 -2.14704
C 0.45127 2.29440 -3.38499
B 1.73967 0.21118 -2.64457
N 2.75176 -0.33686 -1.75296
O 1.58742 -0.30320 -3.90054
O 1.70165 2.25898 -1.31492
S 1.11224 3.60315 -0.72423
O 1.87202 3.84094 0.45468
O 1.08388 4.69064 -1.66051
H -4.97603 3.84564 -0.77193
H -4.05372 2.42494 -1.09621
H -4.12800 3.70034 -2.35300
H -3.02925 4.07006 0.45643
H -3.00783 5.23987 -0.83345
H -1.15396 4.52551 -1.63723
H -0.87250 4.62676 1.09974
H 0.13678 1.51787 0.71082
H -2.48522 0.46798 0.07955
H -2.60767 2.02806 0.89507
H -0.72603 0.16581 2.21905
H -3.63312 -0.30005 2.78599
H -2.29406 -1.41333 2.89818
H -2.98878 -1.10233 1.33191
H 1.34835 2.84845 -3.66277
H 0.18738 1.69334 -4.24303
H -0.31812 3.03991 -3.21187
H 2.46664 -1.29855 -1.56990
H 3.66170 -0.37805 -2.20389
H 0.67184 -0.31365 -4.20688
C -2.32767 3.79232 -7.06847
C -1.79106 4.99354 -6.29383
C -2.58863 4.90671 -5.00090
O -2.85032 3.51891 -4.77726
C -2.52700 2.77299 -5.95545
H -1.65617 3.43797 -7.84872
H -3.28605 4.04000 -7.52988
H -0.72630 4.86174 -6.08920
H -1.92292 5.94411 -6.80775
H -3.54659 5.43089 -5.08883
H -2.04969 5.31272 -4.14261
H -1.60576 2.21082 -5.76448
H -3.32814 2.06332 -6.16503
C 2.17083 -4.89024 1.01197
C 3.05068 -5.60865 -0.00790
C 3.05298 -4.61871 -1.16634
O 2.92711 -3.31957 -0.58289
C 2.57247 -3.43871 0.79834
H 2.32211 -5.22616 2.03646
H 1.11669 -5.03084 0.76031
H 4.06099 -5.72826 0.39020
H 2.68029 -6.59141 -0.29428
H 2.19895 -4.78483 -1.83172
H 3.96613 -4.65581 -1.76160
H 3.44679 -3.17688 1.40594
H 1.77190 -2.73661 1.01787
C -7.06731 3.64639 3.86159
C -7.05592 4.88101 2.96292
C -5.69133 4.76186 2.29690
O -5.41006 3.36516 2.20195
C -6.34131 2.62703 2.99400
H -8.06529 3.32016 4.14961
H -6.49632 3.84163 4.77175
H -7.84884 4.80746 2.21544
H -7.18244 5.81904 3.50096
H -4.91062 5.23315 2.90459
H -5.66493 5.20207 1.29833
H -7.03639 2.11066 2.32264
H -5.80110 1.87883 3.57535
C 3.06900 -8.12875 5.94946
C 1.92198 -7.17661 6.27908
C 1.78285 -6.40030 4.97649
O 2.16459 -7.29610 3.92953
C 2.78802 -8.45454 4.48863
H 3.10074 -9.01536 6.58048
H 4.02497 -7.60913 6.04339
H 1.01066 -7.74401 6.47933
H 2.11605 -6.53261 7.13512
H 2.45512 -5.53517 4.95703
H 0.76585 -6.05109 4.79516
H 2.09668 -9.29908 4.39683
H 3.69071 -8.68423 3.92179
C 6.51623 -1.50711 0.75702
C 7.50648 -2.06478 -0.26288
C 6.59824 -2.33044 -1.45641
O 5.55846 -1.35580 -1.39734
C 5.58239 -0.69268 -0.12773
H 6.97972 -0.91022 1.54092
H 5.96831 -2.32596 1.22995
H 8.25082 -1.30652 -0.51571
H 8.03197 -2.95732 0.07415
H 6.14442 -3.32662 -1.39443
H 7.11542 -2.24553 -2.41311
H 5.95947 0.32491 -0.27441
H 4.56651 -0.62926 0.25873
*
```

Computed properties:
* LUMO level: -0.399 eV
* largest force on an atom: 1.32 eV/A
* E_HOMO: -9.0 eV
* SMILES: CCN[C@@]1(O)[C@@H](C[C@H](C)Br)[C@](I)(ON=O)[C@](C)(B(N)O)OS1(=O)=O.C1CCOC1.C1CCOC1.C1CCOC1.C1CCOC1.C1CCOC1


What is the largest force on an atom in the second record? 5.42 eV/A